Model i:
ORCA calculation (ωB97M-V with the def2-TZVPD basis set) on a 3-piece molecular cluster, C4H16NO2 overall.

Last columns: bonded neighbours and bond lengths (Å).
CARTESIAN COORDINATES (ANGSTROEM)
1 C -1.6915 0.8315 -1.2832  C2 1.544, H6 1.087, H7 1.072, H8 1.107
2 C -1.3765 0.1708 0.0766  C1 1.544, N3 1.502, H9 1.095, H10 1.067
3 N -0.4825 -1.0332 -0.0083  C2 1.502, C4 1.518, H11 1.019, H12 1.039
4 C 0.8433 -0.7316 -0.6823  N3 1.518, C5 1.528, H13 1.092, H14 1.093
5 C 1.6257 -2.0425 -0.7455  C4 1.528, H15 1.100, H16 1.076, H17 1.089
6 H -1.6873 0.2664 -2.2115  C1 1.087
7 H -1.1002 1.7097 -1.4540  C1 1.072
8 H -2.7623 1.0899 -1.1779  C1 1.107
9 H -0.9552 0.9336 0.7390  C2 1.095
10 H -2.3129 -0.0876 0.5189  C2 1.067
11 H -0.9451 -1.7919 -0.5067  N3 1.019
12 H -0.3781 -1.2926 0.9920  N3 1.039
13 H 1.2362 0.1347 -0.1454  C4 1.092
14 H 0.5307 -0.2359 -1.6050  C4 1.093
15 H 0.8845 -2.8062 -1.0229  C5 1.100
16 H 2.3823 -2.0867 -1.5093  C5 1.076
17 H 1.9440 -2.2399 0.2765  C5 1.089
18 H 1.2780 0.2114 2.8411  O20 0.966
19 H 1.2266 -1.1448 2.4313  O20 0.961
20 O 0.6404 -0.3829 2.4254  H18 0.966, H19 0.961
21 H 1.0456 3.5018 0.3015  O23 0.970
22 H -0.0555 3.3140 1.3057  O23 0.963
23 O 0.1099 3.7122 0.4441  H21 0.970, H22 0.963

Calculated values
Gap between HOMO and LUMO in eV: 11.575
Charge: +1



Model ii:
ORCA calculation (ωB97M-V with the def2-TZVPD basis set) on a 3-piece molecular cluster, C4H16NO2 overall.

Last columns: bonded neighbours and bond lengths (Å).
CARTESIAN COORDINATES (ANGSTROEM)
1 C 1.0264 0.5469 0.0354  C2 1.535, N5 1.595, H6 1.083, H7 1.078
2 C 0.2918 -0.0794 1.2294  C1 1.535, C3 1.533, H8 1.091, H9 1.090
3 C -1.0345 0.6263 1.5338  C2 1.533, C4 1.535, H10 1.093, H11 1.096
4 C -1.7715 -0.1272 2.6502  C3 1.535, H12 1.093, H13 1.089, H14 1.085
5 N 0.5169 -0.2446 -1.2518  C1 1.595, H15 1.017, H16 1.016, H17 1.020
6 H 0.7306 1.5728 -0.1464  C1 1.083
7 H 2.0770 0.3777 -0.1386  C1 1.078
8 H 0.1480 -1.1330 0.9860  C2 1.091
9 H 0.8962 -0.0469 2.1362  C2 1.090
10 H -0.8484 1.6456 1.8822  C3 1.093
11 H -1.5430 0.8099 0.5804  C3 1.096
12 H -2.4680 -0.9101 2.3377  C4 1.093
13 H -2.3756 0.6041 3.1859  C4 1.089
14 H -1.0767 -0.6316 3.3129  C4 1.085
15 H 0.1525 0.3404 -2.0001  N5 1.017
16 H -0.1801 -0.9655 -1.0865  N5 1.016
17 H 1.3727 -0.7010 -1.5687  N5 1.020
18 H -2.9654 -0.9651 -1.9313  O20 0.969
19 H -2.7762 -1.0889 -0.4606  O20 0.967
20 O -2.2664 -1.1317 -1.2810  H18 0.969, H19 0.967
21 H 3.8744 1.0590 -1.7004  O23 0.966
22 H 3.4015 0.3767 -3.0004  O23 0.963
23 O 3.1431 0.5625 -2.0912  H21 0.966, H22 0.963

Calculated values
Gap between HOMO and LUMO in eV: 12.071
Charge: +1



What should be chosen as the most stable of them? Choose model ii.



Model i:
ORCA calculation (ωB97M-V with the def2-TZVPD basis set) on one molecule with the formula C5H7F3.

Last columns: bonded neighbours and bond lengths (Å).
CARTESIAN COORDINATES (ANGSTROEM)
1 C 0.1157 0.8104 1.2145  C2 1.476, H9 1.010, H10 1.043, H11 1.070
2 C 0.4834 0.0349 0.0133  C1 1.476, C3 1.494, C4 1.755, C6 1.526
3 C -0.4323 -1.0069 -0.5419  C2 1.494, H12 0.996, H13 1.035, H14 1.095
4 C 1.8151 0.5162 -1.0241  C2 1.755, F5 1.345, C6 1.483, H15 1.016
5 F 2.2683 1.7570 -0.7734  C4 1.345
6 C 1.9262 -0.4545 0.0913  C2 1.526, C4 1.483, F7 1.372, F8 1.372
7 F 2.2878 -1.7469 -0.1932  C6 1.372
8 F 2.6174 -0.2390 1.2570  C6 1.372
9 H -0.2126 0.1971 1.9467  C1 1.010
10 H -0.6956 1.3661 0.8669  C1 1.043
11 H 0.8597 1.5406 1.4553  C1 1.070
12 H -0.0100 -1.4353 -1.3361  C3 0.996
13 H -1.3138 -0.6257 -0.9277  C3 1.035
14 H -0.6676 -1.8536 0.1122  C3 1.095
15 H 1.8088 0.3540 -2.0271  C4 1.016

Calculated values
Structure (SMILES): CC1(C)[C@@H](F)C1(F)F
Gap between HOMO and LUMO in eV: 10.801



Model ii:
ORCA calculation (ωB97M-V with the def2-TZVPD basis set) on one molecule with the formula C5H7F3.

Last columns: bonded neighbours and bond lengths (Å).
CARTESIAN COORDINATES (ANGSTROEM)
1 C 0.2161 1.0345 1.3426  C2 1.513, F6 1.360, H9 1.164
2 C 0.0409 -0.2704 0.5965  C1 1.513, C3 1.542, C4 1.592, C5 1.571
3 C 0.6533 -1.3955 1.4540  C2 1.542, F7 1.288, F8 1.354
4 C -1.4464 -0.5731 0.1146  C2 1.592, H10 1.097, H11 1.136, H12 1.208
5 C 0.9572 -0.0758 -0.6649  C2 1.571, H13 1.090, H14 1.075, H15 1.146
6 F -0.4098 1.4671 2.4696  C1 1.360
7 F 1.8274 -1.1994 1.9463  C3 1.288
8 F -0.1815 -2.0084 2.3266  C3 1.354
9 H 1.3412 1.3168 1.4378  C1 1.164
10 H -2.2512 -0.4395 0.8477  C4 1.097
11 H -1.5471 -1.6651 -0.1831  C4 1.136
12 H -1.7255 0.0939 -0.8529  C4 1.208
13 H 0.6855 0.9113 -1.0396  C5 1.090
14 H 0.8801 -0.9705 -1.2566  C5 1.075
15 H 2.0347 -0.1642 -0.2832  C5 1.146

Calculated values
Gap between HOMO and LUMO (spin up / spin down) in eV: 9.022 / 8.592



What should be chosen as the most stable of them? Choose model i.



Model i:
ORCA calculation (ωB97M-V with the def2-TZVPD basis set) on a 8-piece molecular cluster, H14NO10 overall.

Last columns: bonded neighbours and bond lengths (Å).
CARTESIAN COORDINATES (ANGSTROEM)
1 N 1.2811 0.0193 -0.2216  O2 1.235, O3 1.219, O4 1.276
2 O 0.2191 0.6453 -0.1536  N1 1.235
3 O 1.6321 -0.2937 -1.3466  N1 1.219
4 O 1.5121 -0.7577 0.7634  N1 1.276
5 O 0.8901 -3.2657 2.8854  H6 0.942, H7 0.946
6 H 0.3841 -2.6377 3.3724  O5 0.942
7 H 1.5731 -2.8157 2.4094  O5 0.946
8 O 0.0261 1.3693 2.5274  H9 0.979, H10 0.957
9 H 0.9681 1.5353 2.7374  O8 0.979
10 H 0.1011 0.9553 1.6684  O8 0.957
11 O -0.8509 3.2813 -1.2146  H12 0.941, H13 0.949
12 H -0.4719 2.4743 -0.9136  O11 0.941
13 H -1.6669 2.9773 -1.5926  O11 0.949
14 O 0.1841 0.5803 -3.5976  H15 0.963, H16 0.986
15 H 0.2461 1.5413 -3.5866  O14 0.963
16 H 0.7271 0.2953 -2.8256  O14 0.986
17 O 0.8221 -2.8327 -1.9876  H18 0.969, H19 0.962
18 H 0.5301 -3.2117 -1.1446  O17 0.969
19 H 1.4541 -2.1367 -1.7856  O17 0.962
20 O -2.1359 2.6353 1.5294  H21 0.954, H22 0.970
21 H -2.2629 2.7563 0.5914  O20 0.954
22 H -1.2979 2.1683 1.6724  O20 0.970
23 O -1.4709 -1.8237 -0.2596  H24 0.950, H25 0.939
24 H -1.7519 -2.0577 0.6174  O23 0.950
25 H -0.6409 -1.4007 -0.1456  O23 0.939

Calculated values
Gap between HOMO and LUMO in eV: 9.968
Charge: -1



Model ii:
ORCA calculation (ωB97M-V with the def2-TZVPD basis set) on a 8-piece molecular cluster, H14NO10 overall.

Last columns: bonded neighbours and bond lengths (Å).
CARTESIAN COORDINATES (ANGSTROEM)
1 N 0.0019 -0.2878 -0.1360  O2 1.238, O3 1.276, O4 1.266
2 O -0.6351 0.4652 0.6130  N1 1.238
3 O 1.1289 0.0182 -0.6500  N1 1.276
4 O -0.5261 -1.3648 -0.5420  N1 1.266
5 O 3.6099 -0.4998 0.7560  H6 1.004, H7 0.963
6 H 4.3349 0.1942 0.7360  O5 1.004
7 H 2.9069 -0.2758 0.1370  O5 0.963
8 O 0.9459 -3.4468 0.4560  H9 0.966, H10 0.901
9 H 0.4449 -2.6568 0.2160  O8 0.966
10 H 0.7769 -3.1868 1.3020  O8 0.901
11 O -2.5121 -1.8358 -2.2230  H12 0.860, H13 0.996
12 H -2.8601 -2.4998 -1.8010  O11 0.860
13 H -1.7211 -1.7218 -1.6290  O11 0.996
14 O 1.5719 2.4162 1.4550  H15 0.982, H16 0.889
15 H 1.8759 2.2012 2.3640  O14 0.982
16 H 1.1969 1.6582 1.1800  O14 0.889
17 O -3.2331 -0.0798 -0.0380  H18 0.900, H19 0.892
18 H -3.4481 -0.6878 -0.6660  O17 0.900
19 H -2.4221 -0.0228 0.3300  O17 0.892
20 O -1.3691 2.7162 2.6260  H21 0.972, H22 0.912
21 H -1.3861 3.6872 2.5900  O20 0.972
22 H -0.8101 2.5022 1.9380  O20 0.912
23 O 0.8009 0.7422 -3.2760  H24 0.990, H25 0.962
24 H 1.0959 0.4542 -2.3760  O23 0.990
25 H 0.2309 1.5122 -3.3620  O23 0.962

Calculated values
Gap between HOMO and LUMO in eV: 10.333
Charge: -1



What should be chosen as the most stable of them? Choose model i.



Model i:
ORCA calculation (ωB97M-V with the def2-TZVPD basis set) on a 2-piece molecular cluster, C2H6OS overall.

Last columns: bonded neighbours and bond lengths (Å).
CARTESIAN COORDINATES (ANGSTROEM)
1 C 1.3165 -0.5647 0.7521  H5 1.075, H6 1.073, H7 1.071
2 C -0.3950 0.5736 -0.2360  O3 1.359, S4 1.784, H8 1.081
3 O -1.4288 0.4530 0.6381  C2 1.359, H9 0.968
4 S -0.5955 -0.2002 -1.8308  C2 1.784, H10 1.340
5 H 2.1648 -0.0019 0.4054  C1 1.075
6 H 1.2043 -1.5383 0.3149  C1 1.073
7 H 1.0568 -0.4558 1.7854  C1 1.071
8 H -0.0142 1.5848 -0.2533  C2 1.081
9 H -1.7310 -0.4659 0.6625  O3 0.968
10 H -1.5779 0.6155 -2.2384  S4 1.340

Calculated values
Gap between HOMO and LUMO in eV: 9.378



Model ii:
ORCA calculation (ωB97M-V with the def2-TZVPD basis set) on one molecule with the formula C2H6OS.

Last columns: bonded neighbours and bond lengths (Å).
CARTESIAN COORDINATES (ANGSTROEM)
1 C -0.9527 -0.3764 -0.5039  C2 1.510, H5 1.085, H6 1.088, H7 1.087
2 C 0.1550 0.3073 0.2612  C1 1.510, O3 1.362, S4 1.863, H8 1.312
3 O 0.1726 1.6448 0.0041  C2 1.362, H9 0.966
4 S 1.8111 -0.4576 -0.1166  C2 1.863, H10 1.330
5 H -1.0911 -1.3951 -0.1563  C1 1.085
6 H -0.7143 -0.3877 -1.5654  C1 1.088
7 H -1.8751 0.1806 -0.3596  C1 1.087
8 H 0.0039 0.0380 1.5361  C2 1.312
9 H 0.9316 2.0679 0.4252  O3 0.966
10 H 1.5589 -1.6218 0.4753  S4 1.330

Calculated values
Structure (SMILES): C[C@H](O)S
Gap between HOMO and LUMO in eV: 9.882



What should be chosen as the most stable of them? Choose model ii.



Model i:
ORCA calculation (ωB97M-V with the def2-TZVPD basis set) on one molecule with the formula H2N2O2S.

Last columns: bonded neighbours and bond lengths (Å).
CARTESIAN COORDINATES (ANGSTROEM)
1 N -0.2783 0.3468 -0.4864  N2 1.239, S5 1.664
2 N -0.8546 -0.6541 -0.0368  N1 1.239, O3 1.396, O4 1.211
3 O -1.4410 -0.3702 1.1972  N2 1.396, H6 0.974
4 O -0.9622 -1.7748 -0.4820  N2 1.211
5 S 0.6271 0.2028 -1.8751  N1 1.664, H7 1.343
6 H -1.1159 -1.0153 1.8506  O3 0.974
7 H 1.3071 1.3250 -1.5879  S5 1.343

Calculated values
Gap between HOMO and LUMO in eV: 9.732



Model ii:
ORCA calculation (ωB97M-V with the def2-TZVPD basis set) on a 2-piece molecular cluster, H2N2O2S overall.

Last columns: bonded neighbours and bond lengths (Å).
CARTESIAN COORDINATES (ANGSTROEM)
1 N -0.4570 0.2804 0.1167  N2 1.192, H6 1.035
2 N -0.6451 0.9935 -0.8201  N1 1.192, H7 1.029
3 O -3.9284 -0.1758 -1.1003  S5 1.450
4 O -2.9758 0.3540 1.1391  S5 1.463
5 S -2.9592 -0.4769 -0.0651  O3 1.450, O4 1.463
6 H 0.3612 0.4227 0.7342  N1 1.035
7 H -0.1468 1.8532 -1.0873  N2 1.029

Calculated values
Gap between HOMO and LUMO in eV: 9.114



What should be chosen as the most stable of them? Choose model ii.